Here is 3 unconnected molecules or ions with the total composition C27H33F17N2O9P at a distorted geometry from the Open Molecules 2025 dataset. Energies are from wB97M-V/def2-TZVPD.

Properties
E_HOMO = -5.90 eV
LUMO energy = 1.73 eV
Gap between HOMO and LUMO = 7.633 eV
Maximum force = 6.4 eV Å⁻¹

Structure (ORCA input):
```
! RIJCOSX wB97M-V def2-TZVPD def2/J DEFGRID3
* xyz -1 1
H -3.008 -4.144 -0.898
C -2.258 1.251 -5.853
C 3.166 3.422 0.539
C 1.087 1.448 6.929
H -0.787 1.997 7.888
F 2.861 5.117 -1.164
F 2.294 4.114 1.458
O 0.644 -5.278 4.392
H 1.719 -2.086 4.314
C 3.186 1.895 1.024
H -1.937 2.866 4.701
F 1.867 1.327 1.127
F 0.327 3.366 -0.465
C -0.250 -0.218 -7.777
F 5.394 1.542 -0.200
H 1.557 -4.129 2.911
F 4.656 -0.029 1.271
H -1.379 0.196 -3.994
H 1.794 0.243 4.530
C 0.310 1.983 -4.743
C 0.798 3.836 -2.816
H -3.229 1.248 -3.729
C 1.350 3.170 -1.465
C -0.070 -1.437 -1.267
C 0.013 2.465 7.304
H 0.784 -0.678 -1.244
H -2.647 0.793 -6.847
O -4.570 -1.237 -4.035
O 0.614 -0.456 -4.338
O 0.263 0.558 -6.735
H 1.343 -2.310 -3.912
N -1.899 -2.691 0.258
F 1.453 1.768 -1.678
H -1.225 -3.293 -5.172
H -0.763 -4.733 2.935
C -1.595 -3.147 -2.379
O -1.379 -1.131 -5.733
C -0.670 -2.298 -5.200
C 0.291 -1.842 -3.995
F 4.444 4.067 0.745
C -0.838 -1.772 0.004
F 3.676 0.149 -0.768
F -1.113 3.906 -4.293
H -1.084 -6.220 3.847
C -4.342 -0.258 -5.050
C 1.488 -4.194 4.003
F 3.641 1.944 2.398
C 2.793 3.682 -0.994
H 2.488 -4.414 4.389
H -1.381 -2.081 5.774
C -3.498 1.092 -4.825
H 0.578 1.547 4.432
F -1.164 2.316 -2.665
C 0.765 0.526 4.768
H 1.912 1.928 6.390
C -1.323 -2.825 4.975
O -4.844 -0.484 -6.201
P -0.650 0.393 -5.234
H -1.741 1.458 5.761
O -0.262 -2.495 4.088
C -0.299 2.915 -3.610
H -2.564 2.924 6.362
C 1.014 -2.872 4.602
F 1.696 1.594 -4.523
C -1.755 2.551 5.730
H -4.228 1.952 -5.097
F 0.050 5.009 -2.404
H 0.993 -2.919 5.696
O -0.518 3.115 6.151
C -0.448 -2.126 -2.602
H 1.496 1.016 7.848
H -2.131 2.368 -6.064
H -1.202 -3.821 5.409
F 0.378 2.806 -5.949
H 0.098 -2.490 -6.055
C -2.181 -3.335 -0.984
H -0.509 -1.182 0.946
F 1.796 4.320 -3.702
F 3.742 3.157 -1.927
H -2.255 -2.805 4.408
N -0.873 -0.757 -8.672
H -5.172 -1.932 -4.406
H -1.983 -3.781 -3.248
O 0.545 0.370 6.168
C -0.304 -5.616 3.384
C 4.220 0.922 0.277
H 0.187 -6.211 2.608
H 0.469 3.243 7.926
H 0.087 -0.146 4.245
*
```

=====

Here is a molecular structure, C31H39N4O3Sc from the Open Molecules 2025 dataset. Energies are from wB97M-V/def2-TZVPD.

Properties
E_HOMO = -7.72 eV
LUMO energy = 0.64 eV
Energy relative to the best compared isomer or geometry (same formula, charge and spin) = 4.83 kcal per mole
Gap between HOMO and LUMO = 8.358 eV
Maximum force = 0.4 eV Å⁻¹

Structure (ORCA input):
```
! RIJCOSX wB97M-V def2-TZVPD def2/J DEFGRID3
* xyz 0 1
H -0.521 2.863 3.156
C 1.107 -2.056 -1.862
H 3.788 0.415 0.171
C -2.936 -5.233 -0.497
H 0.855 -2.854 -5.680
H -1.022 5.125 -0.512
N -2.035 -4.124 -0.255
H 1.955 2.685 0.904
H -0.874 3.756 1.362
C 0.929 -2.630 -4.625
C 2.320 2.100 -1.121
C 2.778 2.292 0.323
H 3.113 -1.579 0.685
H 4.094 1.243 1.691
H -0.619 1.101 3.268
H 1.622 2.896 -1.397
C -3.173 -2.843 -2.003
C -0.074 1.925 2.805
C -1.445 -2.234 4.266
H 1.369 2.004 4.349
C 0.845 -3.363 -2.324
H -3.115 -5.371 -1.562
H -3.897 -5.101 0.009
C 2.901 -1.214 1.685
N 1.664 0.810 -1.290
C -1.112 -4.248 0.862
H 2.254 0.844 -3.251
H 0.525 -4.644 -3.994
N 2.308 0.132 1.610
H -0.630 -5.226 0.818
H -2.476 -6.142 -0.115
H 0.483 -2.110 3.405
N -0.248 1.805 1.357
C 0.743 -3.633 -3.671
O -1.502 -1.954 -0.577
H -1.629 -4.140 1.819
C -0.951 -1.082 2.149
C -1.150 4.272 -1.170
H 3.825 -1.198 2.282
H 1.949 2.714 2.871
H 0.711 -4.142 -1.585
H -2.725 -0.242 1.240
C 2.083 0.546 3.010
C -0.701 2.848 0.769
H 1.488 -0.239 3.479
C -2.170 -2.935 -0.879
C -1.009 2.984 -0.636
H 1.424 -0.571 -4.921
C -1.427 4.467 -2.505
H 3.566 3.049 0.343
C -0.558 -1.818 3.276
H 3.182 2.164 -1.796
H -3.189 -1.811 -2.341
H 3.059 0.566 3.523
C -2.329 -0.793 2.092
O 1.181 -1.798 -0.586
C 1.756 0.283 -2.450
H -4.282 -0.944 2.975
C -1.601 3.350 -3.327
H -2.878 -3.488 -2.832
C -2.791 -1.921 4.167
H -1.518 5.466 -2.909
H -1.825 3.491 -4.378
H -3.488 -2.233 4.936
C 3.311 1.007 0.955
H -0.358 -3.468 0.786
H -4.171 -3.140 -1.680
Sc 0.067 -0.326 0.250
C 1.238 -1.357 -4.196
O -1.142 0.645 -0.991
C 1.318 -1.044 -2.834
H 2.198 -1.903 2.152
H -1.084 -2.804 5.115
H -1.655 1.205 -3.454
C -1.508 2.073 -2.824
C -3.231 -1.195 3.069
C 1.380 1.870 3.263
C -1.208 1.849 -1.462
*
```

=====

Here is a molecular structure, C48H46CaF2N4OP2Se from the Open Molecules 2025 dataset. Energies are from wB97M-V/def2-TZVPD.

Properties
E_HOMO = -6.49 eV
LUMO energy = 0.40 eV
Energy relative to the best compared isomer or geometry (same formula, charge and spin) = 28.44 kcal per mole
Gap between HOMO and LUMO = 6.891 eV
Maximum force = 0.8 eV Å⁻¹

Structure (ORCA input):
```
! RIJCOSX wB97M-V def2-TZVPD def2/J DEFGRID3
* xyz 0 1
C 5.037 -2.057 1.775
N -1.142 -2.279 -1.303
C 3.014 -3.647 2.812
H 0.047 -3.515 2.965
H 2.605 -7.085 -1.195
F -5.688 -0.089 2.528
H -3.857 5.705 -3.304
H 1.630 0.729 5.171
H 1.465 0.348 -1.359
H 0.378 -1.695 5.144
C -4.891 -0.717 1.626
C 0.392 -1.380 2.970
H -3.263 0.566 2.032
P 1.144 -2.832 0.864
C 1.977 -5.282 -0.228
H -3.488 3.977 -3.539
H 3.598 -1.446 0.307
C 1.429 0.555 2.986
C 0.486 -7.066 -0.853
H 5.821 -1.431 1.368
C 2.468 0.764 -1.308
C -2.455 -2.575 -1.318
C 2.797 1.769 -0.404
H 6.243 -2.813 3.378
C 0.915 -4.552 0.301
C 5.272 -2.832 2.900
H -0.058 -4.053 -3.944
H 6.029 2.209 -1.356
C -4.804 3.081 1.559
H 4.436 -4.228 4.302
C 4.689 0.771 -2.221
H 0.726 7.036 -0.392
C -0.579 -6.349 -0.327
C -3.606 -0.263 1.421
H 0.213 0.265 -4.836
C 1.286 0.180 4.307
C -0.764 -3.645 -3.235
N -4.249 4.508 -1.660
C 0.272 1.206 -4.282
H 3.936 6.403 2.368
N 0.883 -0.378 2.163
C -5.933 4.394 -0.263
C -2.121 -3.933 -3.284
C 1.104 5.003 0.159
Ca -0.386 -0.286 0.219
H -2.521 -4.575 -4.059
H -1.067 -2.633 1.922
H 0.322 -8.038 -1.299
H -3.957 3.452 2.134
N -4.840 3.744 0.268
C -3.798 3.811 -0.590
F -5.094 -3.516 -0.567
H -4.019 -3.618 -2.363
C 0.631 -1.078 4.294
H -1.212 -4.558 0.646
P 1.517 2.334 0.792
C -4.582 -2.405 0.035
H -6.117 5.431 -2.204
H 2.545 7.944 1.020
H 3.116 -0.531 -2.889
H 2.983 -4.880 -0.189
C 1.765 -6.529 -0.797
H 2.188 2.537 3.116
C -0.036 -2.657 2.294
O -0.802 0.294 -2.286
C 2.901 4.650 1.709
H 0.717 -2.562 -2.116
C -0.855 1.325 -3.280
H 0.295 4.615 -0.446
H -0.818 2.262 -2.729
H -4.696 2.010 1.418
C -2.768 -0.858 0.474
C -0.366 -5.104 0.245
H 0.224 2.019 -5.009
C -5.567 4.871 -1.470
C -5.412 -1.806 0.957
H 3.516 3.993 2.311
H -1.830 1.282 -3.776
C 1.345 6.369 0.195
H -5.735 3.295 2.077
C -3.457 4.809 -2.835
H -2.427 4.972 -2.528
H -6.867 4.454 0.265
C 2.194 1.707 2.409
C 4.258 -3.627 3.420
H 3.243 1.431 2.247
H 4.375 3.086 0.224
C 3.403 0.257 -2.203
H -0.979 -0.556 -2.702
H -6.405 -2.185 1.150
H 1.241 1.254 -3.788
Se -2.096 3.123 -0.358
C 3.141 6.015 1.745
H -1.582 -6.757 -0.357
C 2.767 -2.871 1.681
C 1.880 4.125 0.914
C -2.965 -3.403 -2.330
H 5.422 0.386 -2.918
H 2.229 -4.271 3.220
C 5.029 1.793 -1.343
C 3.786 -2.074 1.172
C 4.094 2.286 -0.449
C -0.335 -2.814 -2.220
C 2.362 6.877 0.987
C -3.293 -1.949 -0.255
*
```

=====

Here is C4H4O3 in the gas phase at a distorted geometry from the Open Molecules 2025 dataset. Energies are from wB97M-V/def2-TZVPD.

Properties
E_HOMO = -9.70 eV
SMILES = CC(=O)C(=O)C=O
LUMO energy = -0.93 eV
Energy relative to the best compared isomer or geometry (same formula, charge and spin) = 33.68 kcal per mole
Gap between HOMO and LUMO = 8.774 eV
Maximum force = 1.6 eV Å⁻¹

Structure (ORCA input):
```
! RIJCOSX wB97M-V def2-TZVPD def2/J DEFGRID3
* xyz 0 1
C 0.630 -0.225 0.731
H -1.311 1.299 -0.637
H 2.655 0.207 1.296
O 0.371 -0.351 1.906
H -2.297 -0.128 -1.345
C -0.415 -0.553 -0.440
C 2.028 0.217 0.382
O 2.308 0.601 -0.721
H -2.156 0.169 0.499
C -1.686 0.222 -0.493
O -0.096 -1.433 -1.199
*
```

=====

Here is 5 unconnected molecules or ions with the total composition C31H65N3O7P at a distorted geometry from the Open Molecules 2025 dataset. Energies are from wB97M-V/def2-TZVPD.

Properties
E_HOMO (alpha / beta) = -6.98 / -6.98 eV
LUMO energy (alpha / beta) = 0.58 / 0.07 eV
⟨S²⟩ = 0.754
Energy relative to the best compared isomer or geometry (same formula, charge and spin) = 105.05 kcal per mole
Gap between HOMO and LUMO (alpha / beta) = 7.565 / 7.047 eV
Maximum force = 5.0 eV Å⁻¹

Structure (ORCA input):
```
! RIJCOSX wB97M-V def2-TZVPD def2/J DEFGRID3
* xyz 0 2
H -2.158 9.510 -2.272
C -0.752 -1.092 -5.806
H 1.934 -3.460 -3.025
H 2.083 -6.576 -0.654
C -0.311 0.831 -0.412
H -0.480 -0.206 -6.483
H -4.457 -0.936 -2.669
H 0.439 -4.366 -2.254
P -2.249 -0.723 -1.869
H 0.709 -1.284 1.044
H 0.204 2.527 -2.948
C 2.727 -8.302 6.355
C -4.323 6.997 -3.268
C 0.008 3.224 0.560
H 4.497 -6.767 -0.585
H -2.931 -1.342 -6.676
O -2.166 7.615 -4.136
H -3.893 6.182 -2.678
C 0.624 2.732 -1.897
C 2.434 4.962 3.402
C 3.161 -5.562 0.623
C -0.467 2.404 -0.733
C 4.466 -5.773 -0.127
O -1.749 4.112 -1.512
C -1.530 -3.493 -3.915
C -3.314 8.119 -3.457
H -3.542 -3.384 -5.098
C -4.244 2.321 -1.348
H -4.283 3.250 1.218
H 1.989 4.054 3.821
H -0.240 -2.645 1.819
C -1.607 -1.198 0.833
H -1.776 6.921 -3.586
H -4.137 1.446 -2.074
H 4.309 4.701 4.446
H -0.896 -3.492 -0.644
H 5.037 -5.749 6.734
H -1.037 0.484 -3.289
H 1.139 3.021 0.698
H 1.742 -2.071 -1.255
H -2.413 7.957 -1.492
C 1.355 6.015 3.205
C 0.080 -2.979 -0.353
H -0.478 2.879 1.544
C -2.167 -1.720 -5.923
C 0.860 -3.370 -2.646
H 2.075 -8.629 5.540
C -2.892 8.713 -2.123
C -0.199 -1.969 0.879
H 3.133 -4.548 1.034
H -2.542 3.738 1.517
H 3.139 5.722 5.308
C 4.457 -6.620 7.052
H 2.111 -8.088 7.232
H 4.908 -8.112 5.009
H 2.052 -6.417 2.271
H 2.979 -7.594 1.355
H 3.815 -6.493 2.470
H -4.337 3.280 -1.968
H -3.747 8.901 -4.087
H 0.179 0.362 -1.351
C -2.936 2.455 -0.381
C -3.320 3.604 0.685
H 1.466 -0.101 -4.609
C -2.794 1.059 0.400
H -5.201 2.242 -0.712
H 1.542 2.049 -1.735
H -2.401 -1.960 0.475
H 4.025 6.346 3.900
H -4.609 6.572 -4.234
H 2.851 -6.269 5.665
C 3.531 -7.081 5.937
C -1.691 0.042 -0.187
H -1.931 -0.895 1.895
H 0.576 5.645 2.532
O 1.539 -1.081 -4.603
H -3.595 4.605 0.197
H -3.819 0.531 0.309
N 0.786 -2.354 -1.515
H -5.224 7.357 -2.764
C 3.535 5.463 4.323
H 3.390 5.410 1.758
N -3.996 -1.125 -1.767
C 3.000 -6.573 1.748
H 0.893 6.291 4.157
O -2.015 0.426 -3.143
O 4.303 -7.394 4.779
H -3.750 9.124 -1.584
H 0.424 0.761 0.471
C 0.234 -1.642 -4.744
O 2.994 4.614 2.137
N -1.798 2.802 -1.284
H 3.892 -6.356 7.950
C -0.141 -2.810 -3.791
H -2.647 1.279 1.527
H -4.106 -2.126 -1.529
H 1.770 6.917 2.744
H -0.081 4.365 0.456
H 5.177 -7.403 7.310
H 1.003 3.807 -1.853
H 3.387 -9.143 6.589
H 5.326 -5.670 0.539
H 0.812 -3.784 0.071
O 2.067 -5.683 -0.285
C -2.505 -2.922 -4.983
H 4.564 -5.048 -0.940
H -1.858 -4.364 -3.262
*
```

=====

Here is 2 unconnected molecules or ions with the total composition C3H8OS at a distorted geometry from the Open Molecules 2025 dataset. Energies are from wB97M-V/def2-TZVPD.

Properties
E_HOMO = -8.70 eV
SMILES = C=CO.CS
LUMO energy = 0.73 eV
Energy relative to the best compared isomer or geometry (same formula, charge and spin) = 39.85 kcal per mole
Gap between HOMO and LUMO = 9.420 eV
Maximum force = 1.6 eV Å⁻¹

Structure (ORCA input):
```
! RIJCOSX wB97M-V def2-TZVPD def2/J DEFGRID3
* xyz 0 1
H -0.945 -0.315 1.218
H -3.028 0.091 -1.224
S -1.747 -0.070 -0.927
H 3.128 1.010 0.965
H 0.847 0.860 -0.672
C 1.984 -0.759 1.062
C -1.945 -0.443 0.823
H -2.306 -1.449 1.009
O 1.802 1.006 -0.574
H -2.532 0.275 1.407
H 0.997 -1.206 1.087
C 2.375 0.398 0.490
H 2.808 -1.392 1.388
*
```

=====

Here is 12 unconnected molecules or ions with the total composition C24H48Cl24 at a distorted geometry from the Open Molecules 2025 dataset. Energies are from wB97M-V/def2-TZVPD.

Properties
E_HOMO = -10.33 eV
SMILES = ClCCCl.ClCCCl.ClCCCl.ClCCCl.ClCCCl.ClCCCl.ClCCCl.ClCCCl.ClCCCl.ClCCCl.ClCCCl.ClCCCl
LUMO energy = 0.05 eV
Energy relative to the best compared isomer or geometry (same formula, charge and spin) = 5.98 kcal per mole
Gap between HOMO and LUMO = 10.380 eV
Maximum force = 1.3 eV Å⁻¹

Structure (ORCA input):
```
! RIJCOSX wB97M-V def2-TZVPD def2/J DEFGRID3
* xyz 0 1
H 3.646 0.843 2.590
H -5.044 -2.168 3.880
H 0.532 2.970 3.913
Cl -2.606 5.471 -1.214
C 0.932 -0.932 4.306
Cl -1.360 -2.418 4.151
H 1.576 -1.645 4.810
H 2.801 4.740 5.023
Cl -2.420 -7.090 1.976
Cl -5.826 0.759 3.289
H 1.602 0.171 -0.623
C -4.327 -0.219 3.253
H -0.501 -1.058 5.880
H -5.163 -2.629 -2.645
C -0.496 -0.985 4.795
C 4.582 1.882 -3.128
C 2.036 -3.404 -0.261
Cl -4.175 -1.350 -4.418
H 0.624 -0.692 -4.977
C -4.506 -1.703 3.057
H -1.314 -5.218 2.770
C -0.219 -0.306 0.300
Cl -2.763 -1.832 -1.285
Cl -5.322 -2.085 1.530
H -3.541 -2.203 2.986
H 1.038 -1.087 3.236
H 1.797 -4.321 -2.172
H 1.480 -2.306 -4.908
C 2.059 3.952 5.146
C 1.173 0.305 0.367
Cl -0.614 1.842 -2.631
Cl 1.389 -6.008 -0.571
H -3.732 -0.013 4.141
H -0.409 -5.960 1.480
H 0.255 -4.112 -1.322
Cl -0.983 -0.144 1.939
C 1.422 3.584 3.821
Cl 1.200 -1.285 -2.785
C 4.544 0.229 2.637
H -1.102 6.758 0.023
C -4.167 -0.875 -1.764
C 3.065 2.011 -3.194
Cl 3.988 -1.435 2.916
Cl 4.362 -0.304 0.007
C -1.404 -5.635 1.765
C -1.193 2.740 -5.127
H 2.946 -3.919 0.045
H -1.204 5.115 0.708
H -0.083 -1.374 0.144
Cl 1.020 5.054 2.884
H -1.362 -1.782 -4.009
H 4.890 0.869 -3.393
Cl -0.560 -3.951 -3.837
Cl 1.598 0.726 4.544
Cl 5.414 3.038 -4.165
H 2.135 3.020 3.222
C 5.320 0.425 1.335
H -1.490 3.902 -3.370
H -3.042 -4.319 1.243
C -2.050 -4.584 0.880
H -4.787 -0.701 -0.884
H 2.828 3.047 -2.961
H 1.739 -0.131 1.181
H -0.118 2.868 -5.210
H -5.949 -1.087 -2.916
C -1.636 2.871 -3.690
H -0.872 0.104 -0.459
Cl 2.470 1.728 -4.846
H 5.484 1.489 1.181
H -1.099 -0.128 4.511
Cl 0.884 4.560 6.335
H -3.809 0.249 2.420
Cl 1.104 2.052 0.672
C 0.116 5.220 -0.890
Cl -1.499 1.116 -5.786
C 0.738 -1.647 -4.466
Cl 0.385 6.054 -2.474
H 2.600 1.271 -2.551
C -4.979 -1.579 -2.850
H 2.649 3.126 5.548
C -0.605 -2.322 -4.579
C -1.143 5.699 -0.212
H -0.977 -2.393 -5.598
H 4.971 2.032 -2.122
H 5.104 0.518 3.523
Cl 1.099 -3.074 1.195
H 6.300 -0.045 1.350
H 1.010 5.359 -0.286
C 1.308 -4.359 -1.201
H 0.061 4.166 -1.153
H -2.675 2.618 -3.499
H -1.471 -3.668 0.785
Cl -2.340 -5.207 -0.751
H -1.753 3.459 -5.722
H -3.859 0.116 -2.094
H 2.270 -2.435 -0.691
*
```